No. 1
C40H45BaF3N6O3S2Si2 | ωB97M-V with the def2-TZVPD basis set

Positions of all 102 atoms, in Å:
Ba -0.25 0.14 -0.59
O -4.41 -1.58 1.07
C -3.19 -1.38 0.96
N -2.42 -1.37 -0.13
C -2.99 -1.91 -1.33
C -3.81 -3.04 -1.26
C -4.30 -3.66 -2.39
C -3.99 -3.14 -3.65
C -3.19 -2.02 -3.74
C -2.67 -1.39 -2.60
N -1.74 -0.33 -2.75
C -1.93 0.57 -3.70
O -2.89 0.77 -4.46
C -0.74 1.52 -3.93
C -0.68 2.23 -5.13
C 0.38 3.08 -5.36
C 1.35 3.23 -4.38
C 1.21 2.50 -3.21
N 0.21 1.66 -3.00
C -2.52 -1.14 2.34
C -2.80 -2.34 3.22
C -2.65 -2.21 4.53
C -2.27 -0.85 5.05
C -2.93 0.19 4.18
N -3.07 0.09 2.93
H -4.05 -3.43 -0.28
H -4.93 -4.54 -2.30
H -4.37 -3.61 -4.55
H -2.95 -1.60 -4.70
H -1.49 2.08 -5.83
H 0.45 3.63 -6.30
H 2.20 3.89 -4.52
H 1.94 2.59 -2.42
H -3.08 -3.27 2.74
H -2.78 -3.03 5.21
H -2.61 -0.72 6.08
H -3.27 1.11 4.66
F 0.12 -2.73 4.81
C 0.09 -1.64 5.59
F 1.38 -1.30 5.80
F -0.39 -2.05 6.81
C -0.73 -0.45 5.06
C -0.55 0.71 6.01
C 0.13 1.83 5.65
C 0.62 2.03 4.35
N 0.34 1.12 3.40
C -0.27 0.00 3.68
S -0.67 -0.99 2.25
H -0.92 0.59 7.02
H 0.28 2.61 6.40
H 1.18 2.91 4.05
C 2.81 -1.12 1.79
Si 2.60 -1.99 0.14
C 3.97 -3.30 0.14
C 1.02 -3.03 0.20
C 2.71 -0.83 -1.28
C 3.13 0.52 -1.01
C 4.21 1.17 -1.68
C 4.54 2.47 -1.40
C 3.81 3.18 -0.44
C 2.78 2.50 0.18
N 2.43 1.25 -0.09
Si 2.99 -1.56 -2.94
C 2.68 -0.39 -4.39
C 1.86 -3.03 -3.28
C 4.74 -2.24 -3.27
H 2.70 -1.86 2.59
H 2.12 -0.30 1.98
H 3.82 -0.69 1.86
H 3.97 -3.85 1.09
H 4.95 -2.83 0.01
H 3.84 -4.04 -0.66
H 1.00 -3.59 1.14
H 0.97 -3.74 -0.62
H 0.09 -2.45 0.18
H 4.79 0.61 -2.40
H 5.38 2.94 -1.91
H 4.03 4.21 -0.18
H 2.17 3.00 0.93
H 1.61 -0.19 -4.51
H 3.04 -0.87 -5.31
H 3.19 0.57 -4.30
H 0.80 -2.75 -3.20
H 2.04 -3.86 -2.60
H 2.03 -3.39 -4.30
H 5.51 -1.47 -3.13
H 4.81 -2.59 -4.30
H 4.99 -3.07 -2.61
O -0.99 2.32 -0.16
S -1.70 2.31 1.22
C -1.50 4.01 1.84
C -2.87 4.69 1.76
C -3.61 4.04 0.60
C -3.43 2.54 0.82
H -0.79 4.43 1.13
H -1.04 3.96 2.83
H -2.76 5.77 1.66
H -3.42 4.50 2.69
H -3.15 4.33 -0.35
H -4.67 4.32 0.56
H -3.63 1.89 -0.03
H -3.99 2.16 1.68

## Properties
LUMO: 3.81 eV
Charge: -2
Energy above the lowest of the compared OMol25 structures with the same formula, charge and spin: 0.419 eV
Electronic energy: -103570.55514 eV
HOMO-LUMO gap: 5.106 eV
Highest occupied orbital energy: -0.0476 hartree

Atom charges from the Mulliken analysis, given in e for atoms 1 to 8: 2.100 -0.754 -1.497 0.675 -0.166 -0.610 -0.726 -0.677

---

No. 2
C40H45Cl3N8O5S2Sm | ωB97M-V with the def2-TZVPD basis set

Positions of all 104 atoms, in Å:
Sm 0.02 -0.32 -0.13
O 5.12 -0.52 5.09
C 5.47 -0.03 3.82
C 4.26 -0.09 2.93
C 4.24 0.55 1.70
C 3.10 0.46 0.93
N 2.02 -0.24 1.30
C 2.05 -0.90 2.47
C 3.14 -0.83 3.31
C 0.88 -1.78 2.77
C 0.74 -2.39 4.00
C -0.28 -3.31 4.21
C -0.43 -4.02 5.53
O 0.56 -3.54 6.40
C -1.14 -3.58 3.15
C -0.98 -2.89 1.97
N 0.00 -1.99 1.77
H 5.90 -0.61 5.64
H 6.27 -0.63 3.36
H 5.83 1.00 3.86
H 5.09 1.11 1.33
H 3.04 0.97 -0.03
H 3.17 -1.35 4.26
H 1.42 -2.20 4.82
H -0.35 -5.09 5.35
H -1.44 -3.82 5.91
H 0.52 -4.02 7.23
H -1.93 -4.31 3.24
H -1.65 -3.07 1.14
C 2.49 5.76 2.28
C 2.95 4.32 2.09
N 2.17 3.61 1.06
C 0.98 3.04 1.22
S 0.18 2.43 -0.19
N 0.42 2.99 2.43
C -0.97 2.61 2.71
C -1.18 1.11 2.86
H 3.12 6.24 3.02
H 1.46 5.82 2.62
H 2.58 6.31 1.35
H 2.89 3.75 3.02
H 3.99 4.27 1.77
H 2.48 3.70 0.10
H 0.91 3.46 3.18
H -1.61 3.02 1.93
H -1.23 3.11 3.64
H -1.15 0.61 1.89
H -2.17 0.91 3.26
H -0.44 0.66 3.52
Cl 1.39 5.38 -4.39
C 2.44 4.04 -4.14
C 2.66 3.57 -2.85
C 3.52 2.49 -2.68
C 4.15 1.86 -3.74
C 5.03 0.67 -3.44
C 4.44 -0.65 -3.97
N 3.05 -0.73 -3.50
C 1.95 -0.32 -4.22
C 0.92 -0.26 -3.35
N 1.37 -0.64 -2.09
C 2.66 -0.93 -2.24
O 6.32 0.84 -3.94
C 7.36 0.64 -2.99
C 7.17 1.47 -1.74
C 6.92 2.81 -1.71
Cl 6.81 3.88 -3.05
S 6.77 3.43 -0.12
C 7.04 1.88 0.55
C 7.24 0.94 -0.42
C 3.90 2.36 -5.02
Cl 4.61 1.63 -6.42
C 3.06 3.44 -5.22
H 2.19 4.06 -2.01
H 3.73 2.14 -1.67
H 5.05 0.60 -2.35
H 5.01 -1.50 -3.59
H 4.43 -0.69 -5.05
H 2.02 -0.09 -5.27
H -0.10 0.01 -3.54
H 3.33 -1.26 -1.46
H 8.28 0.91 -3.51
H 7.43 -0.41 -2.70
H 7.12 1.76 1.62
H 7.48 -0.09 -0.21
H 2.89 3.82 -6.23
O -4.36 -1.70 2.03
C -5.54 -1.25 1.35
N -5.93 -2.09 0.26
C -5.40 -2.09 -1.00
O -5.76 -2.83 -1.88
C -4.40 -1.00 -1.33
C -4.73 -0.04 -2.29
C -3.78 0.91 -2.64
C -2.53 0.86 -2.06
N -2.19 -0.10 -1.17
C -3.12 -1.00 -0.83
H -4.61 -2.46 2.57
H -5.30 -0.25 0.99
H -6.37 -1.18 2.05
H -6.65 -2.79 0.41
H -5.71 -0.04 -2.74
H -4.01 1.68 -3.37
H -1.78 1.60 -2.30
H -2.83 -1.75 -0.09

## Properties
Expectation value of S²: 8.7591
LUMO (spin up / spin down): -9.07 / -8.16 eV
Charge: +3
Spin multiplicity: 6
Electronic energy: -141491.63254 eV
HOMO-LUMO gap (spin up / spin down): 5.788 / 6.695 eV
Highest occupied orbital energy (spin up / spin down): -0.5461 / -0.5461 hartree

Atom charges from the Mulliken analysis, given in e for atoms 1 to 8: 1.078 -0.512 -0.482 0.295 -0.368 -0.240 0.043 -0.087